Entry 1:
{
  "formula": "C3H7N3",
  "method": "the ωB97M-V functional and the def2-TZVPD basis",
  "homo_ev": [-20.173, -20.171],
  "spin_multiplicity": 1,
  "total_charge": 2,
  "molar_mass_g_mol": 85.11,
  "elements": ["C", "C", "C", "N", "N", "N", "H", "H", "H", "H", "H", "H", "H"],
  "xyz": [[-0.670, -0.481, -0.268], [1.992, -0.037, -0.395], [-1.755, 0.499, -0.288], [0.728, -0.058, -0.423], [-2.730, 0.223, 0.478], [2.861, 0.212, 0.547], [-0.975, -1.512, 0.107], [2.514, -0.106, -1.477], [-1.759, 1.508, -0.866], [-2.892, -0.515, 1.171], [-3.599, 0.709, 0.384], [3.758, 0.442, 0.365], [2.569, 0.431, 1.491]],
  "nbo_charge": [0.132, 0.358, 0.215, -0.260, -0.540, -0.639, 0.285, 0.312, 0.321, 0.470, 0.466, 0.444, 0.437]
}

---

Entry 2:
{
  "formula": "C3H7N3O",
  "method": "the ωB97M-V functional and the def2-TZVPD basis",
  "homo_ev": -9.183,
  "spin_multiplicity": 1,
  "molar_mass_g_mol": 101.11,
  "smiles": "[H]/N=C/N/C(O)=N\\C",
  "elements": ["H", "N", "C", "N", "C", "O", "N", "C", "H", "H", "H", "H", "H", "H"],
  "xyz": [[-3.705, 0.267, -0.800], [-2.786, 0.687, -0.692], [-1.943, -0.199, -0.351], [-0.617, 0.153, -0.145], [0.402, -0.703, 0.217], [-0.035, -1.972, 0.366], [1.626, -0.436, 0.409], [2.096, 0.922, 0.245], [-2.137, -1.260, -0.191], [-0.400, 1.130, -0.285], [0.763, -2.465, 0.614], [1.665, 1.610, 0.987], [1.890, 1.328, -0.757], [3.180, 0.937, 0.382]],
  "nbo_charge": [0.347, -0.682, 0.279, -0.644, 0.703, -0.684, -0.561, -0.446, 0.183, 0.418, 0.507, 0.186, 0.182, 0.212]
}

---

Entry 3:
{
  "formula": "C3H7N3O",
  "method": "the ωB97M-V functional and the def2-TZVPD basis",
  "homo_ev": -8.272,
  "spin_multiplicity": 1,
  "molar_mass_g_mol": 101.11,
  "elements": ["C", "N", "C", "O", "N", "C", "N", "H", "H", "H", "H", "H", "H", "H"],
  "xyz": [[-1.814, -0.785, 1.760], [-0.864, -0.030, 0.966], [-0.349, -0.614, -0.165], [-0.751, -1.658, -0.623], [0.696, 0.145, -0.741], [1.042, -0.055, -2.043], [2.003, 0.813, -2.414], [-2.483, -1.319, 1.085], [-2.405, -0.099, 2.371], [-1.323, -1.522, 2.408], [-0.315, 0.675, 1.435], [0.815, 1.085, -0.366], [2.099, 0.951, -3.398], [2.816, 1.091, -1.887]],
  "nbo_charge": [-0.414, -0.635, 0.789, -0.594, -0.689, 0.240, -0.839, 0.234, 0.200, 0.190, 0.383, 0.368, 0.392, 0.374]
}

---

Entry 4:
{
  "formula": "C3H7N3O",
  "method": "the ωB97M-V functional and the def2-TZVPD basis",
  "homo_ev": -8.108,
  "spin_multiplicity": 1,
  "molar_mass_g_mol": 101.11,
  "smiles": "C=C(N)N(N)C=O",
  "elements": ["C", "C", "N", "N", "N", "C", "O", "H", "H", "H", "H", "H", "H", "H"],
  "xyz": [[1.360, -0.725, 0.745], [0.563, -0.441, -0.294], [0.982, -0.313, -1.603], [-0.756, 0.004, -0.062], [-1.423, -0.629, 1.001], [-0.764, 1.455, -0.137], [-0.215, 2.161, -0.940], [2.344, -1.136, 0.557], [0.964, -0.988, 1.709], [1.982, -0.412, -1.714], [0.608, 0.496, -2.080], [-2.165, -1.212, 0.637], [-1.855, -0.028, 1.699], [-1.626, 1.767, 0.482]],
  "nbo_charge": [-0.561, 0.338, -0.809, -0.331, -0.654, 0.550, -0.554, 0.194, 0.216, 0.382, 0.402, 0.364, 0.360, 0.100]
}

---

Entry 5:
{
  "formula": "C3H7N3O",
  "method": "the ωB97M-V functional and the def2-TZVPD basis",
  "homo_ev": -8.644,
  "spin_multiplicity": 1,
  "molar_mass_g_mol": 101.11,
  "elements": ["C", "N", "C", "N", "C", "O", "N", "H", "H", "H", "H", "H", "H", "H"],
  "xyz": [[-0.326, -1.842, -1.136], [0.502, -0.853, -1.798], [0.478, 0.350, -1.708], [0.621, 1.585, -1.639], [-0.040, 0.545, 1.266], [0.317, 1.820, 1.139], [-0.229, 0.293, 2.563], [-1.268, -1.965, -1.680], [-0.526, -1.505, -0.113], [0.200, -2.800, -1.135], [0.483, 1.964, 0.181], [0.138, 2.121, -2.351], [-0.486, -0.636, 2.850], [-0.088, 0.996, 3.283]],
  "nbo_charge": [-0.428, -0.468, 0.688, -0.822, 0.249, -0.721, -0.817, 0.200, 0.228, 0.202, 0.522, 0.397, 0.393, 0.378]
}

---

Entry 6:
{
  "formula": "C3H7N3O",
  "method": "the ωB97M-V functional and the def2-TZVPD basis",
  "homo_ev": -8.757,
  "spin_multiplicity": 1,
  "molar_mass_g_mol": 101.11,
  "elements": ["C", "C", "C", "H", "H", "H", "H", "H", "H", "H", "N", "N", "N", "O"],
  "xyz": [[-1.514, -0.607, -0.032], [-0.049, -1.229, -0.374], [0.874, -0.800, 0.840], [-0.039, 1.514, -0.352], [-1.371, 2.647, 0.146], [-2.531, -1.397, -0.447], [-0.079, -2.322, -0.490], [0.195, -0.746, -1.357], [0.501, -1.206, 1.917], [3.011, 0.956, -0.542], [-0.818, 1.710, 0.266], [-1.742, 0.553, 0.223], [1.644, 0.252, 0.848], [1.917, 0.675, -0.646]],
  "nbo_charge": [0.102, -0.557, 0.063, 0.378, 0.391, 0.172, 0.235, 0.253, 0.224, 0.492, -0.678, -0.286, -0.124, -0.666]
}

---

> Number 5 is which compound?

C3H7N3O